A molecular structure, C39H47BCaN9S7, computed with wB97M-V/def2-TZVPD.

Values from the calculation:
* net charge: -1
* ΔE to the lowest compared entry with this formula, charge and spin: 19.2 kcal/mol
* calculated total energy: -5497.342120 a.u.

```
104
Properties=species:S:1:pos:R:3:lowdin_charge:R:1
Ca 0.411 -1.242 -0.069 0.665
C -0.287 -3.863 4.182 -0.024
C 0.659 -2.747 4.632 -0.536
C 0.981 -2.861 6.122 -0.039
C 1.965 -2.889 3.857 -0.089
N -0.069 -1.456 4.421 0.000
C -1.239 -1.228 5.129 -0.068
C -1.749 -0.066 4.692 -0.074
N -0.913 0.428 3.718 0.020
B -1.447 1.612 2.869 -0.601
N -0.341 2.385 2.100 0.022
C 0.469 3.235 2.816 -0.071
C 1.375 3.754 1.975 -0.065
N 1.122 3.227 0.718 0.010
C 0.069 2.365 0.812 -0.654
S -0.631 1.440 -0.456 0.639
C 1.968 3.676 -0.434 -0.529
C 1.889 5.205 -0.480 -0.038
C 1.545 3.140 -1.793 -0.100
C 3.400 3.217 -0.159 -0.016
N -2.597 1.181 1.930 0.016
C -3.419 2.169 1.438 -0.075
C -4.194 1.627 0.486 -0.070
N -3.852 0.287 0.389 0.001
C -2.864 0.022 1.291 -0.694
S -2.105 -1.484 1.590 0.623
C -4.513 -0.546 -0.666 -0.536
C -4.136 0.070 -2.017 -0.026
C -4.108 -2.016 -0.683 -0.093
C -6.023 -0.475 -0.431 -0.039
C 0.122 -0.420 3.560 -0.693
S 1.440 -0.186 2.484 0.648
H 0.224 -4.824 4.247 0.090
H -0.593 -3.702 3.147 0.076
H -1.185 -3.912 4.798 0.078
H 1.518 -3.792 6.298 0.085
H 0.088 -2.868 6.746 0.070
H 1.614 -2.030 6.436 0.092
H 2.400 -3.840 4.172 0.087
H 2.667 -2.088 4.074 0.061
H 1.812 -2.917 2.781 0.052
H -1.627 -1.927 5.843 0.112
H -2.656 0.442 4.959 0.122
H -1.923 2.403 3.659 0.120
H 0.334 3.379 3.872 0.121
H 2.172 4.448 2.158 0.111
H 0.848 5.527 -0.515 0.094
H 2.389 5.558 -1.381 0.086
H 2.369 5.679 0.376 0.071
H 0.535 3.439 -2.063 0.061
H 1.606 2.060 -1.863 0.005
H 2.242 3.573 -2.517 0.098
H 3.743 3.504 0.835 0.077
H 4.068 3.667 -0.895 0.093
H 3.472 2.135 -0.252 0.073
H -3.353 3.180 1.792 0.121
H -4.932 2.082 -0.145 0.111
H -3.052 0.078 -2.138 0.084
H -4.496 1.094 -2.119 0.074
H -4.569 -0.525 -2.822 0.091
H -3.057 -2.167 -0.906 0.030
H -4.700 -2.480 -1.475 0.088
H -4.318 -2.517 0.258 0.062
H -6.414 0.538 -0.515 0.070
H -6.267 -0.858 0.561 0.092
H -6.528 -1.092 -1.174 0.085
C 3.766 -0.672 0.336 -0.120
C 3.621 -2.146 0.104 -0.348
C 4.802 -2.927 0.145 -0.022
C 4.722 -4.257 -0.093 -0.014
C 3.474 -4.846 -0.395 -0.170
C 3.378 -6.225 -0.692 -0.070
C 2.157 -6.749 -1.003 -0.100
C 1.016 -5.932 -1.018 -0.142
C 1.047 -4.581 -0.727 -0.644
S -0.453 -3.675 -0.738 0.435
C 2.333 -4.017 -0.409 -0.219
N 2.439 -2.665 -0.133 0.019
H 4.644 -0.304 -0.196 0.088
H 3.888 -0.462 1.400 0.050
H 2.920 -0.101 -0.042 -0.009
H 5.746 -2.444 0.360 0.111
H 5.607 -4.883 -0.069 0.113
H 4.274 -6.833 -0.677 0.099
H 2.059 -7.800 -1.243 0.096
H 0.055 -6.363 -1.266 0.087
S 2.166 2.561 -7.362 0.520
C 1.696 1.806 -5.942 -1.091
S 2.720 0.629 -5.195 0.953
C 1.600 0.419 -3.883 -1.161
N 0.546 1.164 -4.005 -0.006
N 0.603 1.937 -5.158 -0.130
C -0.528 2.793 -5.317 -0.173
C -1.437 2.878 -4.260 -0.028
C -2.545 3.698 -4.368 -0.088
C -2.775 4.441 -5.519 -0.109
C -1.871 4.346 -6.563 -0.095
C -0.751 3.530 -6.474 -0.050
S 1.954 -0.639 -2.584 0.496
H -1.264 2.300 -3.364 0.067
H -3.236 3.750 -3.536 0.097
H -3.644 5.081 -5.597 0.092
H -2.028 4.912 -7.473 0.098
H -0.058 3.467 -7.296 0.012
```

=====

A molecular structure, C17H27NO5 at a distorted geometry, computed with wB97M-V/def2-TZVPD.

Values from the calculation:
* ΔE to the lowest compared entry with this formula, charge and spin: 453.3 kcal/mol
* calculated total energy: -1094.296282 a.u.

```
50
Properties=species:S:1:pos:R:3:lowdin_charge:R:1
C -3.568 2.386 0.076 0.007
C -2.511 1.249 0.334 -0.186
H -2.828 0.172 0.227 0.145
H -2.096 1.422 1.244 0.084
O -1.727 1.493 -0.822 -0.110
C -0.472 0.831 -0.850 -0.096
C -0.216 -0.059 0.107 0.050
C 0.947 -1.153 -0.133 -0.049
C 1.858 -0.874 -1.170 0.084
C 1.597 0.181 -1.966 -0.257
C 0.672 0.935 -1.978 -0.106
O 0.311 1.887 -3.005 -0.143
C -1.263 2.041 -3.422 -0.013
C -0.807 2.540 -4.813 -0.054
H -0.428 1.736 -5.510 0.107
H -1.857 2.864 -5.261 0.106
H -0.476 3.568 -4.776 0.072
H -1.585 1.208 -3.359 0.020
H -1.565 2.651 -2.782 0.036
O 2.697 0.373 -2.925 -0.069
C 2.850 1.464 -3.720 -0.194
C 3.459 2.766 -2.706 0.020
H 3.763 3.483 -3.243 -0.032
H 4.230 2.427 -2.003 0.072
H 2.527 2.675 -2.218 0.024
H 3.724 1.178 -4.233 0.090
H 1.862 1.885 -4.206 0.136
H 2.882 -1.536 -1.181 0.208
C 1.268 -2.046 0.902 -0.515
O 1.762 -3.181 0.628 -0.003
N 0.986 -2.017 2.151 0.110
H 0.377 -1.138 2.334 0.173
C 1.011 -2.939 3.265 -0.369
C 1.604 -2.328 4.425 -0.032
H 1.796 -3.099 5.174 0.095
H 2.905 -2.089 4.157 0.200
H 1.111 -1.689 4.800 -0.041
C -0.337 -3.151 3.762 -0.301
O -1.129 -2.185 3.996 -0.147
C -2.331 -2.388 4.329 -0.216
H -2.973 -1.427 4.831 0.152
H -2.354 -2.931 5.254 0.071
H -3.079 -2.837 3.506 0.137
H -0.541 -3.972 4.437 0.128
H -0.907 -3.836 2.622 0.208
H 1.413 -3.860 2.943 0.145
H -0.970 -0.450 0.967 0.142
H -4.166 2.227 -0.848 0.114
H -3.149 3.232 0.008 0.016
H -4.275 2.311 0.651 -0.021
```

=====

2 unconnected molecules or ions with the total composition C15H28BrN3O2P at a distorted geometry, computed with wB97M-V/def2-TZVPD.

Values from the calculation:
* net charge: -1
* calculated total energy: -3818.383681 a.u.

```
50
Properties=species:S:1:pos:R:3:lowdin_charge:R:1
C 4.387 2.851 2.087 -0.202
C 3.144 2.219 1.311 -0.767
Br 1.519 3.140 2.003 0.558
C 3.136 0.672 1.581 -0.402
P 1.923 -0.344 0.470 0.364
N 2.684 0.285 -1.042 -0.236
C 1.013 -0.896 2.071 -0.379
C -0.222 -1.842 1.793 -0.190
C -1.409 -1.099 1.068 -0.416
O -1.493 -1.167 -0.138 0.054
N -2.360 -0.420 1.957 0.078
C -2.762 0.887 1.494 -0.222
C -2.075 1.716 0.511 -0.021
C -2.588 3.037 0.128 -0.069
C -3.816 3.566 0.741 -0.112
C -4.500 2.771 1.760 -0.114
C -3.975 1.466 2.111 -0.051
H 4.217 2.659 3.183 0.063
H 5.329 2.316 1.770 0.072
H 4.505 3.944 1.859 0.056
H 3.312 2.468 0.233 0.070
H 2.879 0.525 2.675 0.060
H 4.158 0.217 1.448 0.072
H 0.960 0.763 0.380 -0.033
H 1.106 -1.219 -0.354 -0.033
H 2.885 -1.457 0.560 -0.016
H 2.549 -0.389 -1.805 -0.031
H 2.164 1.139 -1.283 -0.007
H 1.734 -1.472 2.721 0.066
H 0.663 -0.006 2.660 0.062
H -0.647 -2.200 2.783 0.097
H 0.046 -2.780 1.228 0.107
H -3.218 -0.989 1.932 0.132
H -1.152 1.301 0.030 0.083
H -2.036 3.606 -0.652 0.094
H -4.230 4.559 0.442 0.083
H -5.416 3.170 2.253 0.086
H -4.515 0.867 2.891 0.096
C 0.380 -3.244 -4.787 -0.022
C 0.309 -2.322 -3.593 -0.548
O 1.267 -1.658 -3.237 0.028
N -0.869 -2.253 -2.918 0.018
C -2.098 -2.962 -3.196 -0.087
H 1.377 -3.193 -5.221 0.078
H 0.188 -4.274 -4.480 0.078
H -0.344 -2.936 -5.545 0.077
H -0.853 -1.618 -2.127 0.103
H -2.888 -2.229 -3.376 0.081
H -2.361 -3.557 -2.319 0.080
H -2.008 -3.614 -4.061 0.065
```

=====

- Which value of calculated total energy does entry 1 give?
  -5497.342120 a.u.

=====

- Which value of calculated total energy does entry 2 give?
  -1094.296282 a.u.

=====

- Among the records above, which one has the lowest calculated total energy?
  C39H47BCaN9S7

=====

- The lowest calculated total energy belongs to which entry?
  C39H47BCaN9S7